DFT (wB97M-V/def2-TZVPD) results for a 2-piece molecular cluster, C2H8NS overall at a distorted geometry.

```
12
Properties=species:S:1:pos:R:3:nbo_charge:R:1
N -3.04 1.06 -1.64 -1.0943
H -2.93 0.21 -1.11 0.3615
H -2.26 0.87 -2.35 0.3587
H -2.71 1.76 -0.95 0.3713
C 2.06 -1.46 0.01 -0.6484
C 1.01 -0.91 1.00 -0.5215
S 0.15 0.69 0.46 -0.7544
H 2.71 -0.53 -0.25 0.2054
H 1.41 -1.78 -0.81 0.2003
H 2.66 -2.37 0.20 0.1786
H 1.27 -0.64 2.11 0.1844
H 0.22 -1.74 1.08 0.1583
```

charge	-1
Kohn-Sham gap	6.720	eV
energy relative to the best compared isomer or geometry (same formula, charge and spin)	0.8530	eV



DFT (wB97M-V/def2-TZVPD) results for a 12-piece molecular cluster, C24H72N10O12 overall at a distorted geometry.

```
118
Properties=species:S:1:pos:R:3:lowdin_charge:R:1
C 0.85 1.52 -4.14 -0.1721
O -0.26 1.13 -4.82 -0.0959
H 1.27 2.41 -4.47 0.0706
H 1.62 0.74 -4.14 0.0885
H 0.41 1.56 -3.17 0.0543
H -0.17 1.42 -5.73 0.1039
C 1.55 -3.84 -1.76 -0.4998
O 1.65 -5.18 -1.17 -0.1813
N 0.42 -3.48 -2.33 0.1073
N 2.43 -2.86 -1.70 0.2018
H -0.35 -4.17 -2.48 0.0863
H 0.33 -2.73 -3.03 0.1604
H 3.36 -3.10 -1.39 0.0978
H 2.40 -1.89 -1.97 0.0810
C 0.33 -0.33 -0.95 -0.6079
O 1.55 -0.31 -1.52 -0.1051
N -0.36 -1.42 -0.98 0.1600
N -0.24 0.69 -0.44 0.2416
H -0.01 -2.28 -1.48 0.0412
H -1.28 -1.53 -0.56 0.0656
H 0.19 1.60 -0.45 0.0977
H -1.20 0.65 -0.07 0.0925
C -3.99 -1.33 0.98 -0.5865
O -2.91 -1.58 0.17 -0.1336
N -5.16 -1.82 0.82 0.1642
N -4.04 -0.42 1.88 0.2080
H -5.40 -2.67 0.20 0.1836
H -5.78 -1.64 1.63 0.1331
H -3.20 0.11 2.05 0.0792
H -4.89 -0.26 2.38 0.1224
C -0.31 -3.49 1.91 -0.5853
O -0.37 -3.87 3.23 -0.1134
N -0.10 -2.23 1.67 0.1610
N -0.45 -4.30 0.88 0.1653
H -0.11 -1.45 2.28 0.0699
H -0.04 -1.92 0.64 0.0971
H -0.37 -5.32 1.06 0.1541
H -0.36 -3.93 -0.05 0.0508
C -2.55 -4.45 -2.19 -0.6275
O -3.27 -3.76 -3.16 -0.1228
N -2.62 -4.01 -0.98 0.1632
N -1.77 -5.49 -2.49 0.1267
H -3.19 -3.15 -0.81 0.0946
H -2.13 -4.44 -0.19 0.0836
H -1.85 -5.81 -3.47 0.1413
H -1.25 -6.08 -1.79 0.1449
C -2.79 0.97 -2.15 -0.0539
C -3.08 -0.12 -3.10 -0.5835
C -4.45 -0.86 -2.89 -0.0107
O -2.90 0.11 -4.37 0.0098
H -3.71 1.66 -2.13 0.1179
H -1.94 1.60 -2.46 0.0756
H -2.67 0.60 -1.13 0.0343
H -2.30 -0.90 -2.95 0.1282
H -4.58 -1.71 -3.56 0.0732
H -5.25 -0.19 -2.75 0.0572
H -4.42 -1.39 -1.99 0.0084
H -2.01 0.40 -4.42 0.0429
C 1.58 0.99 2.32 0.0063
C 1.42 0.39 3.72 -0.6443
C 1.26 1.50 4.73 -0.0276
O 0.46 -0.40 3.83 -0.0221
H 1.05 0.25 1.73 0.0596
H 2.57 1.08 1.95 0.0866
H 0.84 1.73 2.21 0.0393
H 2.35 -0.17 3.99 0.1486
H 0.37 2.09 4.40 0.0723
H 2.13 2.21 4.76 0.1042
H 0.94 1.17 5.71 0.0752
H 0.57 -1.04 4.61 0.2043
C 4.59 -1.33 1.92 -0.0196
C 3.35 -2.06 1.43 -0.6360
C 3.87 -3.40 0.98 -0.0705
O 2.53 -2.31 2.37 0.0005
H 5.08 -0.84 1.01 0.0925
H 5.23 -1.95 2.53 0.0912
H 4.09 -0.60 2.48 0.0323
H 2.80 -1.60 0.58 0.1303
H 4.63 -3.29 0.20 0.0815
H 3.15 -4.12 0.64 0.0586
H 4.37 -3.90 1.74 0.0664
H 1.63 -2.29 1.95 0.0678
C -2.86 2.63 1.35 0.0086
C -1.88 2.11 2.41 -0.5711
C -2.41 2.24 3.83 -0.0174
O -1.60 0.86 2.30 -0.0505
H -2.67 3.69 1.16 0.0725
H -3.85 2.48 1.76 0.0781
H -2.74 2.19 0.39 0.0389
H -0.95 2.62 2.38 0.1069
H -1.69 1.70 4.49 0.0963
H -3.33 1.91 4.02 0.0293
H -2.47 3.28 4.13 0.0889
H -0.74 0.69 2.70 0.0673
C -0.45 4.28 -1.35 -0.0057
C 0.45 4.52 -0.15 -0.6510
C -0.12 5.55 0.74 -0.0404
O 0.74 3.56 0.60 -0.0248
H -1.01 5.16 -1.68 0.0892
H -1.19 3.58 -1.04 0.0490
H 0.16 3.89 -2.19 0.0819
H 1.43 4.90 -0.43 0.1249
H 0.41 5.48 1.63 0.0590
H -1.08 5.26 1.16 0.0732
H -0.04 6.58 0.37 0.1017
H 1.59 3.22 0.24 0.0922
C 3.88 3.84 -1.58 -0.0197
C 3.52 2.36 -1.53 -0.6282
C 4.63 1.62 -0.66 -0.0299
O 2.51 2.11 -0.92 -0.0317
H 3.40 4.24 -2.50 0.0877
H 4.88 4.03 -1.73 0.0447
H 3.53 4.42 -0.68 0.1004
H 3.58 1.95 -2.55 0.1441
H 4.40 0.56 -0.41 0.0578
H 4.91 2.14 0.27 0.0837
H 5.59 1.58 -1.21 0.0733
H 2.26 1.20 -1.15 0.0611
```

Kohn-Sham gap	8.973	eV
energy relative to the best compared isomer or geometry (same formula, charge and spin)	5.6981	eV
SMILES string	NC(N)=O.NC(N)=O.NC(N)=O.NC(N)=O.NC(N)=O.CC(C)O.CC(C)O.CC(C)O.CC(C)O.CC(C)O.CC(C)O.CO



DFT (wB97M-V/def2-TZVPD) results for C16H42F3O22P4SZn as an isolated structure at a distorted geometry.

```
89
Properties=species:S:1:pos:R:3:lowdin_charge:R:1
Zn -0.15 0.25 -0.04 0.4656
C -4.64 1.09 0.63 -0.6172
F -4.31 2.09 1.44 0.1298
F -5.79 0.58 1.06 0.1408
F -4.85 1.47 -0.63 0.1286
S -3.25 -0.34 0.65 0.6153
O -3.74 -1.30 -0.34 -0.3091
O -2.00 0.38 0.23 -0.3871
O -3.16 -0.86 2.03 -0.3209
C -1.89 3.71 2.80 -0.1082
O -0.52 3.51 2.95 -0.1985
P 0.07 1.98 3.03 0.5517
O -0.03 1.22 1.75 -0.2152
O -0.62 1.36 4.33 -0.2049
C -0.27 0.14 4.94 -0.0742
O 1.61 2.10 3.55 -0.2327
C 2.14 2.77 4.66 -0.0908
H -2.48 2.86 3.15 0.0888
H -2.10 4.03 1.77 0.0902
H -2.16 4.57 3.42 0.0978
H -1.12 -0.52 4.73 0.0941
H -0.14 0.25 6.02 0.0987
H 0.64 -0.34 4.57 0.0858
H 2.18 3.85 4.50 0.0952
H 3.10 2.35 4.96 0.0978
H 1.46 2.68 5.51 0.0877
C -1.72 -4.13 -0.91 -0.0892
O -0.85 -3.70 -1.93 -0.2272
P -0.85 -2.14 -2.52 0.5656
O -0.52 -1.02 -1.55 -0.2257
O -2.33 -2.06 -3.09 -0.1923
C -2.66 -1.11 -4.08 -0.1015
O 0.05 -2.27 -3.84 -0.2512
C -0.23 -3.22 -4.86 -0.0613
H -2.30 -4.93 -1.38 0.1018
H -2.30 -3.31 -0.49 0.0818
H -1.14 -4.69 -0.17 0.0770
H -3.07 -1.55 -4.99 0.0946
H -1.83 -0.49 -4.42 0.0892
H -3.42 -0.40 -3.76 0.0965
H -0.88 -4.00 -4.45 0.0955
H 0.70 -3.55 -5.32 0.1046
H -0.88 -2.67 -5.54 0.0867
C -2.69 3.49 -1.87 -0.0798
O -1.38 4.08 -2.02 -0.2157
P 0.05 3.20 -1.91 0.6386
O -0.10 1.86 -1.16 -0.2499
O 0.58 3.01 -3.47 -0.2449
C 1.75 2.24 -3.75 -0.0548
O 1.10 4.18 -1.24 -0.2066
C 1.29 5.51 -1.74 -0.0719
H -2.71 2.40 -1.82 0.0729
H -3.37 3.80 -2.67 0.0946
H -3.16 3.89 -0.97 0.0857
H 1.33 1.52 -4.44 0.0953
H 1.74 1.66 -2.83 0.0626
H 2.56 2.82 -4.19 0.1097
H 1.96 6.19 -1.22 0.1007
H 0.29 5.95 -1.75 0.0838
H 1.54 5.50 -2.80 0.0897
C -1.52 -3.58 2.93 -0.0873
O -0.40 -3.78 2.13 -0.2356
P 0.72 -2.70 1.57 0.5789
O 0.17 -1.43 1.05 -0.2241
O 1.80 -2.48 2.74 -0.2105
C 3.13 -2.08 2.55 -0.0719
O 1.55 -3.44 0.32 -0.2348
C 1.99 -4.80 0.48 -0.0910
H -1.23 -3.80 3.95 0.0994
H -2.39 -4.05 2.47 0.1104
H -1.67 -2.50 2.98 0.0563
H 3.69 -2.83 1.99 0.0858
H 3.74 -1.97 3.44 0.1031
H 2.99 -1.17 1.96 0.0792
H 3.05 -4.79 0.72 0.0808
H 1.83 -5.30 -0.48 0.0990
H 1.58 -5.29 1.36 0.0909
C 3.64 1.58 0.81 -0.0339
O 3.93 0.88 -0.40 0.0214
C 2.97 0.06 -0.96 -0.4537
O 1.78 0.00 -0.57 0.0265
O 3.46 -0.56 -2.03 0.0327
C 2.70 -1.55 -2.68 -0.0238
H 4.46 1.46 1.52 0.1028
H 2.88 1.04 1.38 0.0588
H 3.31 2.61 0.72 0.1051
H 3.15 -2.07 -3.53 0.1139
H 1.77 -1.07 -2.97 0.0650
H 2.38 -2.30 -1.96 0.0926
```

charge	+1
Kohn-Sham gap	10.165	eV
energy relative to the best compared isomer or geometry (same formula, charge and spin)	3.3535	eV



DFT (wB97M-V/def2-TZVPD) results for C12H23AuCl2N4O2PSTe as an isolated structure at a distorted geometry.

```
47
Properties=species:S:1:pos:R:3:nbo_charge:R:1
Au 0.14 -1.14 -2.16 0.7790
C -0.78 -0.56 3.04 -0.4007
N -0.59 -0.89 1.64 -0.8058
C 0.55 -1.76 1.39 -0.4094
P -1.25 -0.02 0.38 2.4735
O -1.36 -0.92 -0.81 -1.1502
N -0.28 1.31 -0.01 -0.8096
C -0.76 2.08 -1.14 -0.4232
C 0.41 2.09 0.99 -0.4119
N -2.77 0.52 0.74 -0.8151
C -3.01 1.62 1.64 -0.4072
C -3.96 -0.18 0.30 -0.4038
H -0.99 -1.47 3.60 0.2137
H -1.63 0.11 3.15 0.2135
H 0.11 -0.09 3.47 0.1858
H 0.51 -2.61 2.06 0.2191
H 1.50 -1.23 1.54 0.1776
H 0.51 -2.12 0.36 0.2176
H -1.35 1.44 -1.80 0.2269
H 0.09 2.48 -1.69 0.2089
H -1.39 2.92 -0.83 0.1984
H 0.69 1.45 1.82 0.2130
H -0.20 2.93 1.36 0.1923
H 1.32 2.52 0.55 0.2053
H -2.07 2.07 1.95 0.2026
H -3.55 1.29 2.53 0.2019
H -3.61 2.39 1.15 0.2092
H -3.67 -0.96 -0.41 0.2356
H -4.63 0.52 -0.19 0.2035
H -4.49 -0.64 1.14 0.1958
O 2.52 -2.47 -5.19 -0.4944
C 2.06 -1.93 -4.28 0.8386
N 1.66 -1.32 -3.33 -0.9791
Cl -2.63 -1.50 -3.30 -0.0448
C -3.00 -2.34 -4.83 -0.3876
Cl -1.74 -2.04 -6.03 -0.0044
H -3.96 -1.96 -5.20 0.2333
H -3.05 -3.41 -4.62 0.2316
Te 2.90 -0.03 -1.37 0.9363
C 4.03 0.29 0.38 -0.6469
C 5.41 0.33 0.43 -0.2196
C 5.92 0.53 1.71 -0.2516
C 4.95 0.63 2.66 -0.3505
S 3.38 0.47 2.00 0.4551
H 6.02 0.22 -0.45 0.2410
H 6.97 0.59 1.93 0.2496
H 5.06 0.80 3.72 0.2571
```

charge	+1
multiplicity	3
Kohn-Sham gap (alpha / beta)	9.584 / 6.237	eV
energy relative to the best compared isomer or geometry (same formula, charge and spin)	1.0499	eV



DFT (wB97M-V/def2-TZVPD) results for C37H39IN8O4RbS2Sb as an isolated structure.

```
93
Properties=species:S:1:pos:R:3:lowdin_charge:R:1
Rb -0.68 -0.74 -0.26 0.6994
O 3.68 0.32 -0.03 -0.1099
C 2.82 -0.60 -0.27 -0.5388
N 2.08 -0.79 -1.32 0.0690
C 2.40 -0.11 -2.51 -0.2420
C 3.70 -0.26 -3.01 -0.0570
C 4.09 0.23 -4.24 -0.1327
C 3.14 0.89 -5.02 -0.1307
C 1.86 1.07 -4.54 -0.0419
C 1.45 0.61 -3.28 -0.2399
N 0.16 0.81 -2.76 0.0590
C -0.58 1.81 -3.22 -0.5395
O -0.30 2.73 -4.02 -0.0678
C -2.00 1.88 -2.67 -0.2098
C -2.97 2.53 -3.44 -0.0154
C -4.25 2.65 -2.95 -0.0816
C -4.55 2.13 -1.69 -0.0720
C -3.53 1.52 -0.99 -0.1456
N -2.29 1.38 -1.47 0.0478
C 2.68 -1.63 0.84 -0.2099
C 3.83 -2.02 1.53 -0.0286
C 3.74 -2.95 2.55 -0.0788
C 2.49 -3.46 2.87 -0.0809
C 1.40 -3.02 2.14 -0.1367
N 1.49 -2.14 1.14 0.0569
H 4.42 -0.78 -2.38 0.1046
H 5.11 0.10 -4.59 0.0791
H 3.41 1.27 -6.01 0.0803
H 1.14 1.61 -5.14 0.0896
H -2.66 2.94 -4.39 0.1063
H -5.02 3.14 -3.54 0.0942
H -5.54 2.21 -1.26 0.0953
H -3.71 1.10 -0.01 0.0799
H 4.77 -1.56 1.26 0.1116
H 4.62 -3.26 3.10 0.0973
H 2.35 -4.17 3.67 0.0910
H 0.40 -3.39 2.35 0.1108
O -6.34 -1.79 2.61 0.0119
C -6.25 -2.86 1.81 -0.2888
C -7.38 -3.68 1.70 -0.0405
C -7.36 -4.81 0.89 -0.1230
C -6.21 -5.13 0.17 -0.1203
C -5.10 -4.31 0.28 -0.0372
C -5.09 -3.18 1.09 -0.0704
C -3.82 -2.36 1.14 -0.4931
O -2.84 -2.72 0.48 -0.0839
N -3.93 -1.27 1.92 -0.0260
N -2.76 -0.56 1.99 -0.1102
C -2.83 0.60 2.50 -0.9502
S -4.34 1.40 2.97 0.8906
C -3.55 2.99 3.37 -0.5444
C -2.28 3.11 2.54 -0.5293
S -1.37 1.56 2.72 0.8704
H -5.43 -1.33 2.54 0.0430
H -8.26 -3.41 2.27 0.1025
H -8.24 -5.43 0.82 0.0871
H -6.19 -6.01 -0.46 0.0842
H -4.18 -4.52 -0.26 0.1097
H -3.31 3.03 4.43 0.0641
H -4.25 3.78 3.13 0.0673
H -1.64 3.93 2.89 0.0733
H -2.51 3.28 1.48 0.0624
I 4.74 1.31 6.49 0.7552
C 3.81 1.13 4.65 -0.7960
C 4.42 1.06 3.42 -0.1775
N 3.44 0.95 2.51 -0.0144
N 2.23 0.94 3.08 0.0526
C 2.43 1.05 4.38 -0.2254
H 5.46 1.08 3.13 0.1112
H 3.54 0.77 1.47 0.0806
H 1.60 1.07 5.07 0.0938
C -0.41 5.60 -0.32 -0.1929
C -0.43 4.14 -0.78 -0.4225
Sb 1.14 2.78 -0.11 1.4322
C 2.68 3.34 -1.52 -0.4101
C 2.42 4.53 -2.44 -0.1802
C 1.86 4.05 1.53 -0.4406
C 2.70 5.28 1.20 -0.1992
H -1.32 6.12 -0.63 0.0601
H 0.43 6.14 -0.75 0.0401
H -0.34 5.68 0.77 0.0465
H -0.41 4.09 -1.87 0.0306
H -1.37 3.67 -0.48 0.0095
H 2.86 2.45 -2.12 0.0213
H 3.59 3.48 -0.92 0.0358
H 1.54 4.35 -3.06 0.0511
H 3.26 4.68 -3.12 0.0615
H 2.26 5.46 -1.88 0.0413
H 2.42 3.38 2.18 0.0060
H 0.97 4.34 2.11 0.0241
H 3.57 5.02 0.60 0.0489
H 3.07 5.77 2.11 0.0563
H 2.13 6.02 0.63 0.0380
```

charge	-2
Kohn-Sham gap	5.162	eV
energy relative to the best compared isomer or geometry (same formula, charge and spin)	0.0000	eV